{
  "formula": "C4H12NO2",
  "method": "the ωB97M-V functional and the def2-TZVPD basis",
  "total_charge": 1,
  "e_above_lowest_ev": 1.779,
  "species": ["O", "C", "C", "N", "C", "C", "H", "H", "H", "H", "H", "H", "H", "H", "H", "H", "H", "H", "O"],
  "coordinates": [[-0.640184, 1.871150, -1.305935], [-1.192383, 1.836325, -0.240418], [-0.882106, 0.721897, 0.742245], [0.397868, 0.050082, 0.297583], [0.161221, -1.157912, -0.598734], [-0.857927, -1.069311, -1.731118], [-2.120126, 2.417668, -0.105921], [-0.814471, 1.104833, 1.752852], [-1.645535, -0.050401, 0.668385], [1.034244, -0.140633, 1.088545], [0.759147, 0.751009, -0.359175], [0.110019, -2.040204, 0.033626], [1.090645, -1.158563, -1.172755], [-1.845512, -1.044011, -1.255731], [-0.799528, -2.020215, -2.233255], [-0.680694, -0.247956, -2.411020], [2.023879, 0.084587, 2.743575], [3.343047, -0.235411, 2.116031], [2.558401, 0.327060, 1.971223]],
  "forces_ev_per_angstrom": [[0.8, 0.4, 0.3], [-1.4, -0.9, -1.0], [0.7, -0.3, 0.1], [-2.1, 0.6, -0.7], [1.9, 0.2, -1.0], [-0.9, -0.1, 1.9], [0.3, 0.2, 0.6], [0.1, -0.1, 0.2], [-0.4, 0.3, 0.2], [0.3, 0.2, -0.7], [0.7, 0.0, 0.3], [-0.3, 0.0, -0.1], [0.4, -0.6, 0.5], [-0.2, 0.3, -0.7], [0.1, -0.3, -0.4], [-0.1, 0.0, 0.0], [0.2, 0.4, 0.2], [-0.2, 0.4, -0.4], [0.0, -0.9, 0.6]],
  "nbo_charge": [-0.4937, 0.4183, -0.3415, -0.5252, -0.2255, -0.6288, 0.1731, 0.2503, 0.2531, 0.4683, 0.4497, 0.2270, 0.2243, 0.2072, 0.2560, 0.2505, 0.4754, 0.5052, -0.9435]
}

{
  "formula": "C19H35AlBCl3CsF9KN4O10PS",
  "method": "the ωB97M-V functional and the def2-TZVPD basis",
  "species": ["C", "O", "C", "C", "N", "C", "C", "O", "C", "C", "C", "C", "C", "C", "H", "H", "H", "H", "H", "H", "H", "H", "H", "H", "H", "H", "H", "H", "H", "Cs", "O", "P", "N", "C", "C", "N", "C", "C", "N", "C", "C", "H", "H", "H", "H", "H", "H", "H", "H", "H", "H", "H", "H", "H", "H", "H", "H", "H", "H", "F", "F", "K", "Al", "C", "F", "F", "F", "S", "O", "O", "O", "C", "Cl", "Cl", "H", "H", "B", "F", "F", "F", "F", "O", "Cl", "O", "O", "O"],
  "coordinates": [[0.729387, 1.809962, 4.642351], [-0.069885, 1.980718, 3.450673], [0.092211, 3.264952, 2.805774], [1.327385, 4.177827, 3.308040], [1.026527, 4.982972, 4.550470], [-1.211455, 4.202831, 2.781572], [-2.384696, 3.786263, 3.769255], [-2.281920, 3.255399, 4.898323], [-3.888906, 4.147956, 3.274344], [-4.305627, 5.660654, 3.476297], [-5.720153, 6.096721, 2.976263], [-6.609792, 4.995146, 2.313264], [-6.207231, 3.505487, 2.124428], [-4.809065, 3.068656, 2.614309], [0.463321, 2.598439, 5.444422], [0.433765, 0.800069, 5.120848], [1.862069, 1.733892, 4.459525], [0.326572, 3.022705, 1.669608], [2.338643, 3.633016, 3.364016], [1.477634, 4.978092, 2.479995], [1.782121, 4.768494, 5.226431], [1.018878, 5.984328, 4.321245], [-0.993997, 5.320349, 2.967934], [-1.656504, 4.168398, 1.712773], [-3.550498, 6.420617, 3.956065], [-5.995586, 7.193930, 3.093575], [-7.631870, 5.314765, 1.933232], [-6.859873, 2.719600, 1.612237], [-4.373522, 2.016279, 2.514657], [1.206702, 1.798098, 0.543713], [1.502224, -2.871015, -2.674336], [1.905313, -4.205407, -3.342760], [2.532825, -4.866474, -1.880253], [3.578548, -4.187344, -1.139825], [1.468252, -5.240690, -0.946056], [3.106577, -3.541336, -4.349999], [4.531984, -3.754375, -4.227297], [2.858306, -2.206286, -4.883331], [2.299476, -5.748773, -4.150822], [1.181038, -6.180635, -5.001334], [2.898568, -6.919879, -3.519431], [3.834418, -4.738759, -0.232834], [3.293065, -3.166810, -0.848633], [4.508194, -4.147611, -1.706614], [0.684022, -5.799843, -1.466973], [1.004386, -4.362027, -0.483187], [1.850891, -5.895018, -0.157885], [4.986794, -3.055633, -3.511736], [5.023584, -3.602657, -5.195040], [4.782372, -4.773491, -3.930397], [3.110251, -1.428431, -4.146456], [1.810422, -2.089095, -5.162158], [3.443748, -2.023321, -5.787995], [0.345678, -6.549118, -4.397786], [1.487754, -6.964218, -5.699048], [0.820319, -5.341854, -5.606021], [2.221282, -7.401105, -2.806313], [3.834374, -6.679717, -3.013451], [3.162700, -7.662400, -4.280018], [-7.029265, 7.502873, 1.139543], [-4.136147, 7.862327, 4.567971], [4.512579, -1.108811, -1.210104], [-3.216511, 5.646710, 5.563213], [3.490437, 1.320061, -9.315672], [4.524923, 1.372720, -10.188514], [3.283741, 2.595908, -8.903775], [2.401076, 0.982969, -10.047571], [3.799855, 0.149214, -7.904038], [4.994787, 0.658358, -7.235650], [3.999161, -1.156070, -8.524570], [2.599432, 0.216725, -7.072292], [2.294559, -4.969317, 2.499900], [1.969375, -3.775767, 3.757542], [4.032705, -5.111932, 2.192731], [1.907676, -5.936659, 2.819050], [1.798700, -4.658430, 1.583221], [-1.231108, -5.246699, 5.322596], [-2.162345, -4.456362, 4.568796], [-1.946596, -6.158978, 6.161219], [-0.389318, -5.986541, 4.418497], [-0.419337, -4.384410, 6.133634], [-8.410593, 9.103741, 3.271216], [-9.739655, 8.527584, 3.364649], [-10.566327, 9.361081, 4.200557], [-9.649735, 7.203319, 3.936605], [-10.314073, 8.443101, 2.043593]],
  "forces_ev_per_angstrom": [[0.0, -1.0, 2.2], [0.9, 1.4, -0.7], [0.5, 1.4, -0.1], [0.2, 1.3, -1.1], [1.0, -1.2, -0.7], [-1.0, -0.5, -0.5], [-1.1, -1.3, 1.2], [0.4, 1.5, -3.7], [-1.7, 2.3, -0.8], [-1.4, -4.6, -2.5], [1.8, -2.5, -0.1], [1.2, -0.8, 0.2], [3.6, 1.7, 1.7], [-1.6, 3.3, 0.1], [0.6, -1.1, -1.5], [0.3, 1.6, -1.1], [-1.7, 0.4, 0.1], [-2.2, 2.9, 4.7], [-1.6, 0.6, 0.1], [-0.3, -1.5, 0.9], [-0.9, 0.6, -0.4], [0.3, -0.7, 0.4], [-0.2, -1.7, -0.1], [0.5, 0.1, 1.7], [-2.0, 0.3, -2.2], [0.0, -1.8, -0.1], [1.5, -0.3, 0.7], [0.9, 1.6, 0.9], [-1.0, 1.6, 0.1], [1.7, -3.0, -2.6], [-2.9, -0.7, -1.3], [6.4, 1.6, 2.1], [0.6, -0.6, 1.3], [0.2, -0.3, -0.5], [-0.1, -0.3, -0.3], [-0.1, 1.2, -0.7], [-0.3, -1.1, -0.8], [-0.2, 0.0, -0.1], [-2.6, -0.8, -0.3], [0.0, 0.0, -0.7], [0.0, -0.2, 0.7], [-0.3, 0.1, -0.1], [-0.3, 0.1, 0.3], [0.0, 0.1, -0.2], [0.0, 0.1, 0.0], [-0.1, 0.0, 0.0], [0.1, 0.0, -0.2], [0.1, 0.2, 0.1], [-0.1, 0.2, 0.1], [-0.1, 0.0, 0.2], [0.0, 0.2, 0.1], [0.2, 0.1, 0.1], [0.0, -0.1, 0.1], [0.0, -0.1, -0.1], [0.1, 0.1, 0.2], [0.0, 0.1, 0.1], [0.1, -0.1, 0.0], [-0.3, 0.2, 0.1], [-0.4, 0.3, -0.3], [0.2, -0.6, 0.7], [0.9, -1.2, 0.8], [0.1, -0.3, -0.6], [-0.5, 1.5, 2.1], [-0.2, 0.7, -1.0], [-0.3, -0.3, 0.6], [0.1, -0.6, 0.2], [0.4, -0.1, 0.6], [0.5, -1.4, 1.3], [-0.6, 0.3, -0.6], [-0.2, 0.9, -0.2], [0.2, 0.4, -0.6], [-0.6, 0.0, 0.2], [0.0, 0.0, -0.1], [0.3, -0.1, 0.1], [0.1, 0.2, 0.1], [0.2, 0.0, 0.2], [-0.3, -0.2, 0.3], [0.7, -0.4, 0.4], [0.6, 0.7, -0.7], [-0.3, 0.5, 0.3], [-0.4, -0.5, -0.6], [0.3, 0.1, -0.4], [-1.5, -0.5, 0.2], [0.8, -0.3, -0.3], [0.2, 0.4, -0.3], [0.6, 0.0, 0.4]],
  "lowdin_charge": [-0.0877, -0.2246, -0.4540, -0.2352, 0.0102, -0.0314, -0.3839, -0.0212, -0.0937, -0.1417, 0.0846, 0.0481, 0.0044, 0.0440, 0.1141, 0.1315, 0.1005, -0.2078, 0.1204, 0.1348, 0.0920, 0.0837, 0.1458, 0.1416, -0.0409, 0.1135, 0.1091, 0.1166, 0.1222, 1.2998, -0.3551, 0.7650, -0.3356, -0.1743, -0.1263, -0.3122, -0.1152, -0.1182, -0.2755, -0.1336, -0.1188, 0.0147, 0.0026, 0.0595, 0.0880, 0.0806, 0.0808, 0.0497, 0.1031, 0.0756, 0.0613, 0.0874, 0.0778, 0.0808, 0.0861, 0.0853, 0.0865, 0.0732, 0.0954, -0.2461, -0.5737, 0.8871, 0.9684, -0.6246, 0.0993, 0.0909, 0.0977, 0.4455, -0.3610, -0.3457, -0.3634, -1.0025, 0.5675, 0.5290, 0.0434, -0.0111, -1.1503, 0.0350, 0.0523, 0.0216, 0.0255, -0.2058, 0.6788, -0.2381, -0.2709, -0.2321]
}

{
  "formula": "C3H8N3",
  "method": "the ωB97M-V functional and the def2-TZVPD basis",
  "total_charge": 1,
  "e_above_lowest_ev": 4.583,
  "species": ["C", "C", "C", "N", "N", "N", "H", "H", "H", "H", "H", "H", "H", "H"],
  "coordinates": [[1.661800, 0.611334, 0.112945], [0.292780, -1.307741, -0.331675], [-1.405790, 0.154148, 0.505731], [1.796997, -0.554009, 0.428718], [0.513098, 1.072450, -0.450392], [-0.413216, -0.065357, -0.511389], [2.354472, 1.297459, 0.469847], [0.797928, -1.655950, -1.231895], [-0.035279, -2.071274, 0.477274], [-2.130086, -0.705648, 0.626121], [-0.766066, 0.370090, 1.369388], [-1.941204, 1.031702, 0.238197], [0.070098, 1.932907, -0.292183], [-0.795528, -0.110109, -1.410688]],
  "forces_ev_per_angstrom": [[-1.0, 1.7, 0.6], [5.2, 0.1, 3.3], [-1.2, -0.8, 1.6], [-1.9, -5.4, -0.8], [-0.3, -1.9, -2.3], [0.4, 0.2, 0.5], [1.3, 1.6, 0.2], [-0.7, -0.3, 0.0], [0.1, 1.6, -1.8], [1.1, 0.9, -0.1], [-0.8, -0.4, 0.4], [-0.7, 0.8, -0.1], [-0.5, 1.3, 0.4], [-0.9, 0.4, -2.0]],
  "nbo_charge": [0.1782, -0.1703, -0.4277, -0.3205, -0.4387, -0.2181, 0.2490, 0.2588, 0.2884, 0.2612, 0.2442, 0.2314, 0.4218, 0.4423]
}

{
  "formula": "C4H6LiMgO2",
  "method": "the ωB97M-V functional and the def2-TZVPD basis",
  "total_charge": 1,
  "e_above_lowest_ev": 3.215,
  "species": ["O", "C", "C", "Li", "Mg", "H", "C", "C", "O", "H", "H", "H", "H", "H"],
  "coordinates": [[1.007865, -1.703762, -1.577734], [-0.262242, -1.924019, -1.239153], [-1.218502, -1.142658, -0.917432], [2.259955, -2.950474, -1.162427], [0.916393, 0.296279, -1.336833], [-1.312082, -2.542059, -0.511800], [-1.014342, 0.485780, 0.395184], [-0.087151, 1.591372, 0.889347], [1.265816, 1.217086, 0.479113], [-1.091267, -0.216043, 1.244533], [-1.987703, 0.974213, 0.225638], [-0.060040, 1.630790, 1.987273], [-0.363934, 2.600089, 0.553959], [1.947234, 1.683406, 0.970331]],
  "forces_ev_per_angstrom": [[1.9, -0.5, 0.4], [0.5, -0.3, -1.0], [-3.0, -0.3, 1.7], [-0.3, 0.0, -0.2], [-1.0, -0.6, 1.1], [1.0, 1.5, -0.8], [0.0, 0.9, 0.5], [-0.3, 0.0, 0.6], [0.5, 0.1, -0.8], [-0.1, 0.0, -0.9], [0.4, -0.7, -0.3], [-0.1, -0.1, -0.2], [0.3, -0.3, -0.4], [0.1, 0.2, 0.1]],
  "nbo_charge": [-1.0739, -0.0605, -0.3704, 0.9713, 1.4476, 0.3507, -0.6361, -0.1411, -0.8636, 0.2253, 0.2386, 0.2013, 0.1922, 0.5187]
}

no.,highest occupied orbital energy (hartree),E_LUMO (eV)
1,-0.54970,-3.430
2,-0.30466,-7.046
3,-0.54970,-3.530
4,-0.38556,-4.555